[1]
C2H2FO3S | the ωB97M-V functional and the def2-TZVPD basis

Results
frontier orbital gap	7.7	eV
ΔE to the lowest compared entry with this formula, charge and spin	14.3	kcal per mole
E_HOMO	-4.1	eV
total charge	-1
2S+1	1

Geometry as XYZ:
```
9
Properties=species:S:1:pos:R:3:lowdin_charge:R:1
C 1.09065 -0.64002 0.59619 -0.537
C 0.81144 0.17304 -0.46124 -0.152
O -2.32152 0.91747 -1.39456 -0.514
O 1.55269 -0.45239 1.69010 0.023
O -2.12827 0.18152 0.93761 -0.482
F 0.49816 -2.12126 0.57454 -0.198
S -1.59602 1.00705 -0.13092 0.764
H 0.62435 -0.08042 -1.50275 0.046
H 1.46852 1.01501 -0.30895 0.050
```

=====

[2]
C6H8F2N3O11S2V | the ωB97M-V functional and the def2-TZVPD basis

Results
frontier orbital gap (spin up / spin down)	3.8 / 4.9	eV
E_HOMO (spin up / spin down)	0.1 / -0.9	eV
total charge	-2
2S+1	3
⟨S²⟩	2.031

Geometry as XYZ:
```
33
Properties=species:S:1:pos:R:3:mulliken_spin:R:1
O -10.52126 3.78573 -20.75457 -0.188
V -11.64395 3.12556 -19.88970 2.025
N -11.04461 4.18938 -18.16711 0.008
S -11.57652 5.38167 -17.35417 0.009
O -11.08242 6.65165 -17.78476 0.001
O -11.97195 5.14507 -15.97097 0.003
F -13.05077 5.28965 -18.08380 0.005
S -9.73515 3.82980 -17.13543 0.028
O -9.82091 2.54421 -16.46180 0.010
O -9.00558 4.91228 -16.50141 0.015
F -8.84211 3.46220 -18.42590 0.000
O -13.01906 4.78216 -20.80056 -0.004
C -12.86773 6.12990 -20.94385 -0.002
O -13.85192 6.77432 -21.34015 0.001
O -11.86210 6.73178 -20.56246 0.001
H -13.85243 4.81829 -21.27572 0.007
O -13.29611 0.79163 -23.30356 -0.001
C -12.86255 1.89159 -22.73363 0.003
O -12.51456 1.81162 -21.53291 0.012
O -12.64087 2.92786 -23.37197 0.003
H -13.42325 0.27106 -22.50704 0.002
C -9.20477 -0.51223 -18.00378 0.009
C -9.65183 0.49420 -18.94849 0.032
N -10.03746 1.28933 -19.66964 -0.024
H -8.56995 -0.08002 -17.23029 0.001
H -8.61429 -1.21182 -18.59539 0.005
H -10.01063 -1.02546 -17.47910 0.001
C -12.38629 0.67886 -16.08304 0.007
C -12.59503 1.22010 -17.37720 0.042
N -12.69202 1.62569 -18.46407 -0.017
H -12.75295 1.38591 -15.33891 0.002
H -11.32921 0.44631 -15.95419 0.002
H -12.96130 -0.24690 -16.06189 0.002
```

=====

[3]
C53H43Cl2N5O4P2PbS2Te | the ωB97M-V functional and the def2-TZVPD basis

Results
frontier orbital gap	6.0	eV
ΔE to the lowest compared entry with this formula, charge and spin	0.0	kcal per mole
E_HOMO	-2.2	eV
total charge	-2
2S+1	1

Geometry as XYZ:
```
113
Properties=species:S:1:pos:R:3:lowdin_charge:R:1
Pb 0.89841 -0.65303 0.90802 1.041
Cl 7.30001 -2.42045 -0.90571 0.599
C 6.03374 -1.44528 -0.19582 -0.680
C 5.08212 -2.07195 0.59008 -0.055
C 4.03787 -1.34112 1.15450 -0.263
N 2.91963 -1.92386 1.76562 -0.042
C 2.96711 -3.14673 2.27277 -0.519
O 3.94607 -3.84563 2.58039 -0.010
C 1.59340 -3.77129 2.48608 -0.224
C 1.50604 -5.07022 2.96940 -0.017
C 0.25264 -5.63784 3.11822 -0.069
C -0.87120 -4.90424 2.77269 -0.054
C -0.69429 -3.61663 2.28926 -0.139
N 0.51063 -3.06513 2.16096 0.029
C 4.00188 0.05790 0.96644 -0.257
C 4.96282 0.66400 0.16939 -0.046
C 5.96963 -0.08157 -0.42023 -0.683
Cl 7.14515 0.73558 -1.42093 0.606
N 2.93775 0.74277 1.58161 -0.017
C 3.25531 1.78449 2.33760 -0.500
O 4.34247 2.38193 2.41629 -0.020
C 2.16824 2.28152 3.29627 -0.202
C 2.47118 3.41095 4.05984 -0.019
C 1.55153 3.87299 4.98038 -0.088
C 0.34312 3.20514 5.11012 -0.079
C 0.12530 2.09587 4.30853 -0.164
N 1.01287 1.62949 3.42857 0.088
H 5.13373 -3.13746 0.74651 0.100
H 2.42402 -5.58610 3.21060 0.110
H 0.15095 -6.64824 3.49724 0.099
H -1.86846 -5.30906 2.87257 0.102
H -1.53275 -2.99960 1.99090 0.046
H 4.92761 1.73142 0.01408 0.111
H 3.43197 3.87798 3.89962 0.106
H 1.76903 4.74592 5.58559 0.097
H -0.41941 3.52895 5.80633 0.097
H -0.81147 1.55566 4.38468 0.094
S -2.56855 -1.31952 0.07560 0.184
P -2.00981 -0.44069 -1.65608 0.334
C -0.42039 -0.02370 -1.90990 -0.637
P 0.76674 -1.02603 -2.45542 0.380
S 1.76853 -2.20761 -1.09581 0.270
C 0.36887 -2.20733 -3.80461 -0.337
C 0.68025 -1.93987 -5.13318 -0.092
C 0.33793 -2.83633 -6.13753 -0.103
C -0.33674 -4.00519 -5.82116 -0.111
C -0.66432 -4.27232 -4.49703 -0.090
C -0.30983 -3.38413 -3.49557 -0.108
C 2.12106 -0.02950 -3.18216 -0.354
C 1.97575 1.34732 -3.27192 -0.086
C 3.02986 2.13716 -3.71951 -0.093
C 4.23254 1.55165 -4.08020 -0.109
C 4.38342 0.17049 -3.99437 -0.100
C 3.33464 -0.61206 -3.54387 -0.113
C -2.80661 -1.38562 -3.03614 -0.325
C -3.70503 -2.41738 -2.80159 -0.116
C -4.33770 -3.05940 -3.85887 -0.104
C -4.07765 -2.67353 -5.16479 -0.115
C -3.17706 -1.64283 -5.40912 -0.097
C -2.54835 -1.00654 -4.35144 -0.097
C -3.03037 1.08662 -1.83763 -0.350
C -4.28704 1.19715 -1.24773 -0.127
C -5.05681 2.33705 -1.43254 -0.103
C -4.58410 3.37543 -2.22587 -0.109
C -3.34082 3.26450 -2.83081 -0.098
C -2.56792 2.12918 -2.63219 -0.123
H 1.19599 -1.02162 -5.38807 0.101
H 0.59055 -2.61383 -7.16787 0.092
H -0.61196 -4.70393 -6.60232 0.090
H -1.20454 -5.17679 -4.24359 0.099
H -0.56438 -3.59197 -2.46148 0.100
H 1.03256 1.77793 -2.95255 0.075
H 2.91514 3.21403 -3.76363 0.093
H 5.06347 2.16720 -4.40336 0.092
H 5.33136 -0.28911 -4.24498 0.096
H 3.46778 -1.68125 -3.42776 0.094
H -3.89495 -2.71029 -1.77544 0.046
H -5.03035 -3.86911 -3.65992 0.090
H -4.56654 -3.17686 -5.99075 0.088
H -2.95698 -1.34272 -6.42679 0.096
H -1.83077 -0.21467 -4.53690 0.104
H -4.63759 0.38553 -0.61987 0.067
H -6.02293 2.42063 -0.94803 0.092
H -5.17778 4.27221 -2.35838 0.089
H -2.95770 4.07786 -3.43595 0.094
H -1.57333 2.04362 -3.05543 0.081
N 1.42502 -1.23623 4.73472 0.044
C 0.64349 -2.31001 5.32415 -0.151
C -0.85081 -2.00839 5.24613 -0.546
O -1.69461 -2.66958 5.79793 0.068
O -1.13506 -0.94255 4.50002 0.073
H 2.06416 -0.81361 5.39033 0.091
H -0.24036 -0.59081 4.24094 0.058
H 1.94503 -1.47456 3.89458 0.051
H 0.88135 -2.46432 6.37827 0.125
H 0.79151 -3.26978 4.82780 0.101
C -0.50937 4.57748 1.64308 -0.439
Te -0.44108 2.80035 0.45620 1.246
C -2.21593 2.30796 1.52167 -0.408
C -2.79869 3.62998 1.94398 -0.276
C -4.14287 3.75960 2.27595 -0.043
C -4.66716 4.98977 2.64492 -0.106
C -3.84225 6.10501 2.68973 -0.112
C -2.49801 5.98079 2.36860 -0.057
C -1.96559 4.75198 1.99388 -0.290
H -0.11644 5.42198 1.07961 0.047
H 0.09386 4.44726 2.54190 0.031
H -1.96064 1.68348 2.37923 0.048
H -2.87619 1.73437 0.87871 0.017
H -4.78312 2.88666 2.22486 0.114
H -5.71961 5.07931 2.88561 0.091
H -4.24686 7.07167 2.96556 0.089
H -1.85186 6.85126 2.39778 0.105
```

=====

[4]
C32H25F5LaP2S2 | the ωB97M-V functional and the def2-TZVPD basis

Results
frontier orbital gap	7.5	eV
ΔE to the lowest compared entry with this formula, charge and spin	0.0	kcal per mole
E_HOMO	-5.0	eV
total charge	-1
2S+1	1

Geometry as XYZ:
```
67
Properties=species:S:1:pos:R:3:lowdin_charge:R:1
La 1.01923 0.24267 -2.57272 1.624
C 3.80835 0.10229 -2.70101 -0.256
C 3.45393 0.63000 -3.96343 -0.250
C 2.84395 -0.40057 -4.71346 -0.235
C 2.80178 -1.55551 -3.90575 -0.242
C 3.40179 -1.24880 -2.66354 -0.250
H 4.24814 0.65679 -1.88439 0.092
H 3.60946 1.64889 -4.28920 0.095
H 2.45676 -0.31160 -5.71771 0.089
H 2.37297 -2.50961 -4.17573 0.092
H 3.48307 -1.91446 -1.81587 0.093
S -0.26503 -2.36714 -1.70468 0.187
P 0.06905 -1.49045 0.11427 0.353
C 0.79275 -0.00362 -0.00208 -0.736
P 0.35075 1.56225 0.30556 0.327
S 1.39919 2.80877 -0.93642 0.161
C 0.57407 2.01213 2.05701 -0.323
C 1.87940 2.19191 2.50377 -0.099
C 2.13960 2.39873 3.84747 -0.091
C 1.09491 2.42928 4.76378 -0.101
C -0.20816 2.25179 4.32423 -0.092
C -0.46872 2.04477 2.97642 -0.105
C -1.40041 1.96003 -0.04578 -0.340
C -1.94810 3.16429 0.40370 -0.108
C -3.22767 3.54279 0.04512 -0.086
C -3.98442 2.72890 -0.79019 -0.088
C -3.44487 1.54466 -1.25872 -0.074
C -2.16438 1.16019 -0.88432 -0.111
C 1.11792 -2.64037 1.06425 -0.343
C 0.68623 -3.93295 1.34993 -0.095
C 1.49683 -4.79744 2.06335 -0.094
C 2.75192 -4.37829 2.49303 -0.104
C 3.18535 -3.09401 2.20926 -0.091
C 2.36838 -2.22504 1.49803 -0.086
C -1.48112 -1.54556 1.08206 -0.333
C -1.40976 -1.19571 2.42994 -0.092
C -2.55431 -1.14787 3.20611 -0.091
C -3.78736 -1.45068 2.64148 -0.096
C -3.86419 -1.80309 1.30396 -0.087
C -2.71546 -1.85243 0.52743 -0.113
H 2.69742 2.17242 1.79250 0.095
H 3.16149 2.53781 4.17855 0.098
H 1.29863 2.59175 5.81498 0.094
H -1.03305 2.27239 5.02639 0.098
H -1.49020 1.89227 2.65203 0.099
H -1.35772 3.82704 1.02547 0.107
H -3.62878 4.48255 0.40481 0.098
H -4.98315 3.02502 -1.08550 0.097
H -4.00469 0.91188 -1.93558 0.110
H -1.79361 0.21914 -1.29182 0.060
H -0.28704 -4.26584 1.00708 0.105
H 1.15316 -5.80090 2.28218 0.096
H 3.38733 -5.05765 3.04814 0.094
H 4.16155 -2.76150 2.54078 0.097
H 2.68202 -1.21227 1.26975 0.089
H -0.45154 -0.94822 2.87589 0.112
H -2.48215 -0.86997 4.25068 0.099
H -4.68740 -1.41023 3.24266 0.095
H -4.82117 -2.03731 0.85413 0.099
H -2.76987 -2.12439 -0.52023 0.070
F -1.12763 2.13414 -3.63113 -0.071
C -0.86205 0.92064 -4.31493 -0.444
F -2.10569 0.34579 -4.53399 -0.025
C -0.41467 1.37298 -5.69608 -0.623
F 0.74350 2.06905 -5.59594 0.101
F -1.28410 2.17469 -6.34666 0.123
F -0.18243 0.32278 -6.49934 0.123
```